[1]
This record from the OMol25 dataset describes one molecule with the formula C10H14S. The level of theory is ωB97M-V/def2-TZVPD.

As for the HOMO-LUMO gap: 8.81 eV. The total energy is -787.5386 a.u. The LUMO energy is 0.82 eV.

```
25
Properties=species:S:1:pos:R:3:mulliken_charge:R:1
C -0.417 -1.459 0.175 -0.365
C 0.568 -0.943 -0.704 1.078
C -1.178 -2.074 0.877 0.189
C 0.697 0.363 -1.006 0.743
C -0.146 1.461 -0.512 -1.007
C -0.301 1.932 0.726 1.050
C 1.454 -2.010 -1.306 -1.799
C -2.121 -2.675 1.794 -1.180
C 1.731 0.853 -1.984 -1.617
C -1.108 3.142 1.067 -1.379
S 0.429 1.180 2.158 -0.207
H 1.016 0.184 1.503 0.166
H -0.601 2.047 -1.306 0.200
H 1.184 -2.985 -0.907 0.374
H 2.503 -1.826 -1.078 0.366
H 1.336 -2.041 -2.389 0.365
H -3.140 -2.517 1.440 0.303
H -2.015 -2.216 2.777 0.313
H -1.936 -3.746 1.880 0.288
H 2.286 1.683 -1.545 0.339
H 1.250 1.222 -2.890 0.354
H 2.436 0.077 -2.262 0.397
H -0.471 3.894 1.534 0.344
H -1.891 2.885 1.781 0.355
H -1.566 3.568 0.178 0.332
```

=====

[2]
This record from the OMol25 dataset describes one molecule with the formula C10H14Si2. The level of theory is ωB97M-V/def2-TZVPD.

As for the HOMO-LUMO gap: 8.78 eV. The total energy is -968.2512 a.u. The LUMO energy is 0.53 eV.

```
26
Properties=species:S:1:pos:R:3:mulliken_charge:R:1
C -2.322 -0.842 1.597 -0.601
C -1.738 -2.076 1.008 -0.699
C 2.071 0.326 0.940 -0.935
C 1.928 0.183 -0.565 0.318
C -2.290 0.150 0.636 -0.727
C -1.388 -1.841 -0.262 -0.689
C 2.050 -0.918 1.418 -0.048
C 1.976 -1.305 -0.746 -0.956
C -1.668 -0.400 -0.616 0.294
C 2.015 -1.964 0.435 -0.432
Si -0.341 2.663 -0.657 0.586
Si -0.074 0.628 -1.451 0.414
H -2.772 -0.743 2.538 0.515
H -1.440 -2.787 1.653 0.537
H 2.183 1.244 1.531 0.412
H 2.768 0.868 -1.039 0.370
H -2.617 1.210 0.704 0.452
H -0.775 -2.500 -0.866 0.491
H 1.991 -1.397 2.485 0.242
H 2.224 -1.821 -1.688 0.381
H -2.353 -0.481 -1.526 0.321
H 1.913 -3.002 0.649 0.491
H -0.974 2.708 0.752 -0.103
H 0.752 3.441 -0.627 -0.244
H -1.201 3.477 -1.496 -0.217
H -0.149 0.419 -2.890 -0.174
```